# 1
{
  "formula": "C4H5N3",
  "method": "ωB97M-V/def2-TZVPD",
  "species": ["C", "C", "C", "C", "N", "N", "N", "H", "H", "H", "H", "H"],
  "xyz": [[-2.5707, -0.3088, -0.0668], [2.3383, 0.1468, 0.1698], [1.1575, -0.4492, 0.0473], [-0.0724, 0.2976, -0.0608], [-3.6095, 0.1832, 0.0088], [-0.2495, 1.5137, -0.0651], [-1.3645, -0.7834, -0.1565], [3.2522, -0.4177, 0.2667], [2.4091, 1.2201, 0.1804], [1.0695, -1.5235, 0.0357], [-1.1869, 1.8879, -0.1368], [-1.1731, -1.7666, -0.2229]],
  "smiles": "[H]/N=C(/C=C)NC#N",
  "e_above_lowest_ev": 2.508,
  "gap_ev": 9.72,
  "total_charge": 0,
  "largest_force_ev_per_a": 4.22,
  "total_energy_ev": -8697.3042,
  "lumo_ha": -0.0023
}


# 2
{
  "formula": "C16H30FeO10",
  "method": "ωB97M-V/def2-TZVPD",
  "species": ["Fe", "C", "O", "O", "O", "C", "C", "O", "C", "H", "H", "H", "H", "H", "H", "O", "C", "O", "C", "C", "C", "H", "H", "H", "H", "H", "H", "H", "H", "O", "C", "O", "C", "C", "C", "H", "H", "H", "H", "H", "H", "H", "H", "O", "C", "O", "C", "C", "C", "H", "H", "H", "H", "H", "H", "H", "H"],
  "xyz": [[-0.1577, -1.1665, 1.1761], [-0.9464, -1.7685, 3.2633], [-1.2135, -0.5036, 3.0649], [-1.3752, -2.4753, 2.2556], [0.3432, -1.8513, 3.2208], [0.7630, -2.1526, -2.8148], [-0.2115, -2.6875, -1.7853], [-0.0859, -2.4125, -0.6135], [-1.3607, -3.5304, -2.2862], [0.2392, -1.8973, -3.7352], [1.4682, -2.9380, -3.0999], [1.3535, -1.3719, -2.3407], [-2.0546, -3.0654, -2.9871], [-1.9495, -3.8346, -1.4240], [-0.9718, -4.3998, -2.8209], [2.0284, -1.5489, 0.7665], [3.1703, -1.3462, 1.1181], [3.5712, -0.6066, 2.1354], [2.7213, 0.3543, 2.7665], [3.0889, 1.7428, 2.3051], [4.2841, -2.0264, 0.3500], [2.8998, 0.2848, 3.8399], [1.6745, 0.1119, 2.5887], [2.9043, 1.6643, 1.2266], [4.1213, 2.0581, 2.4426], [2.4108, 2.5111, 2.6747], [4.7525, -1.2727, -0.2856], [3.7485, -2.7402, -0.2706], [5.0607, -2.4979, 0.9467], [0.4809, 0.9148, 0.5936], [0.3377, 2.0685, 0.2539], [0.2598, 2.4716, -1.0215], [0.4777, 1.4860, -2.0421], [1.2565, 2.1555, -3.1617], [0.0041, 3.1526, 1.2094], [-0.4254, 0.9752, -2.3737], [1.1339, 0.7266, -1.6147], [1.5043, 1.4569, -3.9672], [2.2338, 2.4877, -2.8147], [0.7163, 2.9191, -3.7216], [-0.1728, 2.6527, 2.1606], [-0.8802, 3.6755, 0.8533], [0.8223, 3.8621, 1.3338], [-2.0251, -0.3308, 0.0440], [-3.2134, -0.3753, -0.1981], [-4.0181, 0.6789, -0.1677], [-3.4396, 1.9845, -0.0276], [-3.3156, 2.2622, 1.4587], [-3.7813, -1.6716, -0.6822], [-4.1606, 2.6680, -0.4720], [-2.4752, 2.1334, -0.5141], [-4.2808, 2.2989, 1.9648], [-2.8397, 3.2310, 1.6321], [-2.7129, 1.5499, 2.0274], [-3.6925, -1.7215, -1.7671], [-4.8322, -1.8627, -0.4612], [-3.2385, -2.4827, -0.2022]],
  "e_above_lowest_ev": 0.000,
  "gap_ev": [6.20, 6.10],
  "total_charge": 0,
  "largest_force_ev_per_a": 10.61,
  "total_energy_ev": -71938.2722,
  "lumo_ha": [0.0068, 0.0068],
  "multiplicity": 5
}


# 3
{
  "formula": "C15H12BN3O6",
  "method": "ωB97M-V/def2-TZVPD",
  "species": ["C", "C", "O", "N", "C", "C", "O", "C", "C", "C", "O", "C", "C", "C", "O", "C", "N", "C", "C", "B", "N", "O", "C", "C", "O", "H", "H", "H", "H", "H", "H", "H", "H", "H", "H", "H", "H"],
  "xyz": [[-0.7701, -1.5715, 3.9951], [-1.1630, -2.6405, 2.8165], [-1.9147, -3.7128, 3.1902], [-0.7995, -2.5483, 1.3550], [0.7433, -2.5963, 1.3535], [1.6044, -4.0101, 1.1876], [1.5091, -1.4855, 1.5359], [-1.2850, -1.2902, 0.6842], [-2.3064, -0.3329, 1.1798], [-2.7710, 1.0550, 0.3699], [-3.9819, 1.6042, 0.5163], [-1.5776, 1.7175, -0.5884], [-1.5316, 3.3438, -0.8661], [-0.3101, 3.9344, -1.8223], [-0.3021, 5.4174, -2.0239], [0.3293, 5.9254, -0.7665], [0.7189, 6.2724, 0.4431], [0.8187, 2.9186, -2.4444], [0.7400, 1.3053, -2.1182], [1.9482, 0.3407, -2.7407], [1.9093, -0.3259, -4.1064], [3.1118, 0.1141, -1.8244], [-0.4418, 0.6484, -1.1914], [-0.6241, -0.9359, -0.8110], [-0.3267, -1.9785, -1.6174], [-0.5173, -2.1213, 5.0145], [0.1704, -0.9207, 3.7308], [-1.6581, -0.8326, 4.2398], [2.4665, -3.9513, 2.0102], [0.8946, -4.8816, 1.5123], [2.0955, -4.1349, 0.1330], [-2.8487, -0.5211, 2.1982], [-2.3320, 4.0944, -0.4012], [1.6810, 3.4031, -3.1108], [1.2241, 0.1227, -4.7560], [1.5635, -1.3108, -3.9260], [3.9331, -0.1147, -2.3506]],
  "smiles": "CC(=O)N(C(C)=O)C1=CC(=O)c2cc(OC#N)cc(B(N)O)c2C1=O",
  "gap_ev": 7.45,
  "total_charge": 0,
  "largest_force_ev_per_a": 12.17,
  "total_energy_ev": -33164.2326,
  "lumo_ha": -0.0809
}


# 4
{
  "formula": "C56H51FIIrN2O4P2S2Si",
  "method": "ωB97M-V/def2-TZVPD",
  "species": ["Ir", "S", "P", "C", "P", "S", "C", "C", "C", "C", "C", "C", "C", "C", "C", "C", "C", "C", "C", "C", "C", "C", "C", "C", "C", "C", "C", "C", "C", "C", "H", "H", "H", "H", "H", "H", "H", "H", "H", "H", "H", "H", "H", "H", "H", "H", "H", "H", "H", "H", "C", "Si", "C", "C", "N", "C", "C", "C", "C", "C", "C", "F", "H", "H", "H", "H", "H", "H", "H", "H", "H", "H", "H", "H", "H", "I", "C", "C", "C", "C", "C", "C", "C", "O", "O", "H", "H", "H", "H", "C", "C", "C", "C", "C", "C", "N", "C", "C", "C", "C", "C", "C", "C", "O", "O", "C", "C", "H", "H", "H", "H", "H", "H", "H", "H", "H", "H", "H", "H", "H", "H"],
  "xyz": [[-0.1203, -0.7793, 0.2094], [-1.1772, 1.0030, -1.5737], [-1.5268, 1.7991, 0.2113], [-1.0250, 0.6840, 1.4436], [0.2780, 0.7881, 2.5717], [1.9502, -0.0542, 1.9076], [0.4954, 2.4634, 3.2378], [1.5863, 3.2239, 2.8341], [1.7616, 4.5057, 3.3406], [0.8569, 5.0226, 4.2570], [-0.2260, 4.2584, 4.6748], [-0.4128, 2.9865, 4.1588], [-0.2419, -0.0922, 4.0989], [-1.5723, -0.3941, 4.3488], [-1.9441, -1.0337, 5.5271], [-0.9805, -1.3899, 6.4565], [0.3568, -1.0986, 6.2086], [0.7228, -0.4515, 5.0387], [-1.2995, 3.5827, 0.4811], [-0.5315, 4.3316, -0.4052], [-0.3766, 5.6965, -0.2129], [-0.9835, 6.3173, 0.8713], [-1.7639, 5.5756, 1.7480], [-1.9284, 4.2123, 1.5507], [-3.3898, 1.8204, 0.3378], [-4.1163, 2.4523, -0.6744], [-5.4991, 2.4989, -0.6385], [-6.1882, 1.9184, 0.4234], [-5.4777, 1.2968, 1.4364], [-4.0856, 1.2490, 1.3896], [2.2885, 2.8021, 2.1256], [2.6071, 5.0999, 3.0173], [0.9938, 6.0239, 4.6469], [-0.9262, 4.6561, 5.3990], [-1.2500, 2.3855, 4.4932], [-2.3102, -0.1494, 3.5958], [-2.9844, -1.2777, 5.7031], [-1.2671, -1.9047, 7.3653], [1.1170, -1.3866, 6.9243], [1.7671, -0.2417, 4.8387], [-0.0616, 3.8351, -1.2432], [0.2214, 6.2731, -0.9074], [-0.8468, 7.3793, 1.0343], [-2.2527, 6.0592, 2.5845], [-2.5589, 3.6425, 2.2224], [-3.5877, 2.8963, -1.5113], [-6.0436, 2.9805, -1.4414], [-7.2703, 1.9548, 0.4561], [-6.0020, 0.8388, 2.2670], [-3.5257, 0.7460, 2.1656], [-0.3646, -4.6958, -2.1171], [0.2746, -2.9604, -1.9374], [0.6567, -2.2015, -3.5961], [1.8260, -3.0083, -0.9305], [-0.9484, -1.9998, -1.1026], [-2.2809, -1.9534, -1.5224], [-2.6734, -2.3114, -2.8177], [-4.0009, -2.2785, -3.2312], [-5.0021, -1.8700, -2.3680], [-4.6511, -1.5144, -1.0709], [-3.3335, -1.5743, -0.6878], [-3.0461, -1.2645, 0.5935], [0.3103, -5.2886, -2.7413], [-1.3622, -4.7378, -2.5566], [-0.4102, -5.1561, -1.1269], [1.3521, -2.8054, -4.1849], [1.1037, -1.2159, -3.4462], [-0.2385, -2.0456, -4.1982], [2.5373, -3.6656, -1.4364], [1.6361, -3.4237, 0.0575], [2.3105, -2.0387, -0.8043], [-1.9165, -2.6140, -3.5243], [-4.2403, -2.5565, -4.2502], [-6.0348, -1.8305, -2.6869], [-5.3839, -1.1908, -0.3429], [-4.3796, -4.9498, 6.6080], [-3.0474, -4.3888, 5.1030], [-1.7655, -4.9199, 5.0992], [-0.8893, -4.5459, 4.0905], [-1.2767, -3.6308, 3.1220], [-2.5584, -3.0990, 3.1506], [-3.4595, -3.4885, 4.1321], [-0.2915, -3.2507, 2.0488], [0.5278, -4.0661, 1.6828], [-0.3528, -1.9867, 1.7158], [-1.4572, -5.6173, 5.8656], [0.1121, -4.9542, 4.0520], [-2.8421, -2.3723, 2.4075], [-4.4623, -3.0837, 4.1464], [4.7860, -3.1430, -6.5340], [4.3172, -1.7923, -6.0585], [3.9485, -0.8230, -6.9793], [3.5027, 0.4208, -6.5523], [3.3977, 0.6871, -5.2014], [3.7614, -0.2772, -4.2616], [3.6240, -0.0059, -2.8750], [3.8920, 1.2657, -2.3687], [5.0221, 1.9381, -2.8611], [5.3942, 3.1739, -2.3779], [4.6412, 3.7863, -1.3813], [3.5252, 3.1301, -0.9009], [3.1274, 1.8744, -1.3681], [1.8600, 1.3330, -0.7257], [1.2458, 2.0901, 0.0186], [1.4965, 0.1229, -0.9959], [4.2572, -1.5146, -4.6852], [4.7535, -2.5329, -3.6973], [4.5889, -3.2641, -7.5989], [4.2802, -3.9500, -6.0010], [5.8588, -3.2788, -6.3730], [4.0103, -1.0446, -8.0385], [3.2144, 1.1740, -7.2746], [3.0151, 1.6387, -4.8563], [2.8896, -0.5023, -2.3815], [5.6124, 1.4553, -3.6294], [6.2818, 3.6554, -2.7708], [4.9210, 4.7551, -0.9889], [2.9012, 3.5838, -0.1424], [4.9113, -2.0801, -2.7210], [5.6922, -2.9748, -4.0364], [4.0439, -3.3518, -3.5708]],
  "e_above_lowest_ev": 2.087,
  "gap_ev": [6.46, 6.58],
  "total_charge": -1,
  "largest_force_ev_per_a": 2.96,
  "total_energy_ev": -131857.9234,
  "lumo_ha": [0.0582, 0.0672],
  "multiplicity": 2
}


# 5
{
  "formula": "C4H13NOS2",
  "method": "ωB97M-V/def2-TZVPD",
  "species": ["S", "S", "C", "C", "N", "C", "C", "H", "H", "H", "H", "H", "H", "H", "H", "H", "H", "H", "H", "H", "O"],
  "xyz": [[4.3435, 0.1674, 1.2996], [-3.0913, -0.0100, 0.2990], [-1.7757, -0.9346, 1.2591], [-0.6113, -1.1948, 0.3202], [0.4424, -0.2064, 0.6833], [1.6688, -0.3930, -0.0747], [1.7097, 0.1398, -1.4826], [-2.1265, 1.2390, 0.9469], [-1.5621, -0.2882, 2.1000], [-2.1313, -1.9249, 1.6960], [-0.3210, -2.2588, 0.2282], [-0.9241, -1.0240, -0.7371], [0.7101, -0.3004, 1.6643], [2.0423, -1.4082, -0.0028], [2.5439, 0.0567, 0.4976], [2.6592, 0.6874, -1.4617], [1.7692, -0.5415, -2.3294], [1.0283, 1.0042, -1.5944], [-2.1101, 1.7036, -0.7587], [-2.5388, 2.9946, -1.3475], [-1.7252, 2.4919, -1.2052]],
  "e_above_lowest_ev": 6.505,
  "gap_ev": 6.40,
  "total_charge": 0,
  "largest_force_ev_per_a": 4.64,
  "total_energy_ev": -29560.8779,
  "lumo_ha": -0.1129
}